{
  "formula": "C33H40IrN7PSe",
  "method": "ωB97M-V with the def2-TZVPD basis set",
  "homo_energy_ev": [-13.59, -13.87],
  "total_charge": 2,
  "orbital_gap_ev": [7.2, 6.0],
  "lumo_ha": [-0.234, -0.288],
  "e_tot_ha": -4511.472037,
  "multiplicity": 2,
  "symbols": ["Ir", "N", "C", "N", "C", "N", "C", "C", "N", "C", "C", "N", "H", "H", "H", "H", "H", "C", "C", "C", "P", "C", "C", "C", "C", "C", "C", "C", "C", "C", "C", "N", "C", "C", "C", "C", "C", "C", "C", "C", "C", "H", "H", "H", "H", "H", "H", "H", "H", "H", "H", "H", "H", "H", "H", "H", "H", "H", "H", "H", "H", "H", "H", "H", "H", "H", "H", "H", "H", "H", "H", "H", "Se", "C", "C", "C", "N", "C", "C", "H", "H", "H", "H"],
  "xyz": [[-0.896, -0.511, -0.102], [-3.790, -3.631, -0.037], [-2.500, -3.298, -0.007], [-2.422, -1.979, -0.048], [-3.721, -1.569, -0.114], [-4.583, -2.548, -0.105], [-3.926, -0.136, -0.215], [-5.147, 0.517, -0.285], [-5.217, 1.836, -0.394], [-4.070, 2.502, -0.442], [-2.838, 1.865, -0.372], [-2.766, 0.540, -0.256], [-4.200, -4.555, -0.025], [-1.685, -4.001, 0.037], [-6.073, -0.045, -0.247], [-4.121, 3.580, -0.536], [-1.910, 2.416, -0.404], [-0.712, 2.578, 2.216], [-1.450, 1.373, 2.811], [-1.487, 1.480, 4.336], [-0.682, -0.167, 2.167], [-1.116, -1.545, 3.292], [-0.342, -2.805, 2.908], [-2.625, -1.771, 3.395], [1.099, 0.032, 2.300], [1.818, 0.189, 3.477], [3.201, 0.351, 3.452], [3.990, 0.530, 4.717], [3.835, 0.346, 2.210], [3.132, 0.181, 1.027], [1.752, 0.021, 1.074], [0.954, -0.194, -0.101], [1.691, -0.177, -1.342], [1.902, 1.044, -1.983], [1.454, 2.336, -1.361], [2.544, 1.027, -3.212], [3.004, -0.157, -3.791], [3.707, -0.142, -5.118], [2.833, -1.345, -3.091], [2.194, -1.385, -1.856], [2.123, -2.662, -1.063], [-1.294, 3.487, 2.369], [-0.508, 2.469, 1.149], [0.251, 2.710, 2.711], [-2.477, 1.347, 2.430], [-0.479, 1.554, 4.746], [-2.000, 0.651, 4.819], [-2.012, 2.396, 4.611], [-0.751, -1.207, 4.268], [-0.573, -3.124, 1.890], [-0.603, -3.618, 3.586], [0.735, -2.650, 2.966], [-3.078, -1.983, 2.427], [-3.145, -0.914, 3.822], [-2.820, -2.627, 4.042], [1.311, 0.176, 4.435], [3.372, 0.374, 5.599], [4.407, 1.536, 4.770], [4.825, -0.170, 4.757], [4.911, 0.466, 2.166], [3.661, 0.171, 0.084], [2.038, 2.566, -0.467], [0.407, 2.287, -1.052], [1.569, 3.162, -2.060], [2.692, 1.963, -3.738], [3.519, 0.786, -5.657], [3.389, -0.977, -5.742], [4.786, -0.234, -4.979], [3.220, -2.268, -3.508], [2.572, -3.481, -1.619], [1.094, -2.938, -0.820], [2.656, -2.561, -0.115], [-0.760, -1.206, -2.582], [-0.576, 0.183, -3.835], [0.037, -0.134, -5.044], [0.209, 0.885, -5.973], [-0.189, 2.135, -5.768], [-0.794, 2.421, -4.616], [-1.008, 1.486, -3.617], [0.380, -1.138, -5.257], [0.688, 0.682, -6.924], [-1.118, 3.447, -4.487], [-1.497, 1.765, -2.698]],
  "lowdin_charge": [1.04, 0.08, -0.11, -0.10, -0.32, 0.19, -0.17, -0.01, 0.14, -0.05, -0.10, -0.05, 0.19, 0.15, 0.14, 0.13, 0.10, -0.10, -0.51, -0.08, 0.97, -0.51, -0.09, -0.08, -0.30, -0.02, -0.24, -0.03, 0.01, 0.01, -0.28, -0.20, -0.34, -0.23, -0.01, 0.02, -0.25, -0.03, 0.01, -0.27, -0.03, 0.10, 0.03, 0.09, 0.10, 0.08, 0.07, 0.10, 0.11, 0.04, 0.10, 0.08, 0.05, 0.08, 0.10, 0.11, 0.08, 0.10, 0.09, 0.13, 0.13, 0.09, 0.04, 0.09, 0.14, 0.08, 0.09, 0.10, 0.13, 0.09, 0.05, 0.09, 1.01, -0.58, -0.10, -0.11, 0.10, -0.11, -0.10, 0.11, 0.12, 0.12, 0.07]
}

---

{
  "formula": "C33H40N3O17",
  "method": "ωB97M-V with the def2-TZVPD basis set",
  "homo_energy_ev": -5.15,
  "total_charge": -1,
  "orbital_gap_ev": 3.7,
  "lumo_ha": -0.053,
  "e_tot_ha": -2723.931877,
  "symbols": ["C", "C", "O", "N", "H", "H", "C", "H", "H", "H", "H", "H", "H", "N", "O", "O", "O", "N", "O", "O", "O", "C", "C", "C", "O", "H", "H", "H", "H", "H", "H", "H", "H", "C", "C", "C", "O", "H", "H", "H", "H", "H", "H", "H", "H", "C", "C", "C", "O", "C", "C", "C", "O", "H", "H", "H", "H", "C", "C", "C", "O", "C", "C", "C", "O", "H", "H", "H", "H", "C", "C", "C", "O", "C", "C", "C", "O", "H", "H", "H", "H", "C", "C", "C", "O", "C", "C", "C", "O", "H", "H", "H", "H"],
  "xyz": [[39.500, 35.817, 36.025], [39.556, 37.261, 36.371], [38.824, 37.739, 37.197], [40.641, 38.120, 35.851], [41.396, 37.564, 35.621], [40.347, 38.381, 34.930], [41.178, 39.350, 36.596], [38.497, 35.619, 36.188], [40.152, 35.131, 36.549], [39.639, 35.678, 35.074], [41.694, 40.096, 35.951], [41.809, 38.976, 37.481], [40.337, 39.837, 37.179], [38.718, 39.157, 33.357], [39.297, 38.085, 33.253], [38.439, 39.679, 32.289], [38.940, 39.826, 34.322], [42.545, 35.886, 33.660], [42.431, 36.293, 34.820], [41.832, 34.933, 33.400], [42.543, 36.837, 32.764], [36.911, 42.802, 37.848], [37.182, 42.163, 36.484], [37.296, 43.112, 35.360], [38.456, 41.643, 36.649], [36.041, 43.458, 37.784], [37.784, 43.429, 38.410], [36.503, 42.099, 38.638], [36.436, 41.252, 36.217], [36.398, 43.847, 35.590], [37.385, 42.800, 34.357], [38.072, 43.906, 35.576], [38.819, 40.955, 36.009], [37.466, 35.341, 39.749], [36.156, 35.321, 38.969], [35.435, 36.600, 39.078], [36.273, 34.968, 37.574], [38.013, 36.033, 39.334], [37.883, 34.311, 39.652], [37.150, 35.630, 40.766], [35.530, 34.648, 39.410], [35.277, 37.184, 39.919], [34.474, 36.505, 38.617], [36.104, 37.362, 38.506], [36.424, 34.137, 37.412], [38.783, 32.187, 37.317], [40.073, 31.294, 37.747], [39.853, 29.800, 37.705], [40.807, 29.077, 38.013], [38.619, 29.321, 37.184], [37.432, 30.096, 36.807], [37.542, 31.636, 36.847], [36.458, 32.345, 36.612], [38.910, 33.280, 37.281], [40.905, 31.893, 38.086], [38.571, 28.125, 37.010], [36.433, 29.664, 36.227], [35.457, 35.498, 33.869], [34.412, 34.686, 33.059], [33.708, 35.454, 31.921], [32.866, 34.958, 31.221], [34.134, 36.868, 31.624], [35.164, 37.587, 32.427], [35.816, 36.872, 33.549], [36.661, 37.398, 34.271], [35.951, 34.999, 34.966], [34.144, 33.649, 33.609], [33.318, 37.309, 30.911], [35.414, 38.679, 32.225], [40.051, 41.466, 40.310], [39.455, 42.605, 41.152], [40.400, 42.994, 42.336], [40.186, 43.968, 42.987], [41.644, 42.236, 42.643], [41.994, 41.120, 41.818], [41.237, 40.660, 40.687], [41.676, 39.813, 39.844], [39.602, 41.061, 39.344], [38.463, 43.043, 40.994], [42.286, 42.512, 43.520], [42.952, 40.468, 42.141], [40.753, 44.567, 37.756], [41.144, 43.509, 36.844], [42.508, 43.762, 36.081], [43.043, 42.825, 35.393], [43.133, 45.097, 36.145], [42.621, 46.110, 37.048], [41.468, 45.869, 37.888], [40.937, 46.828, 38.494], [39.823, 44.158, 38.253], [40.594, 42.491, 36.885], [44.125, 45.408, 35.689], [42.976, 46.995, 37.211]],
  "lowdin_charge": [0.05, -0.35, 0.14, 0.11, 0.07, 0.10, 0.03, 0.06, 0.11, 0.03, 0.11, 0.10, 0.07, -0.65, -0.03, -0.01, -0.04, -0.55, -0.14, -0.05, -0.10, -0.08, -0.54, -0.07, -0.14, 0.05, 0.10, 0.08, 0.19, 0.11, 0.06, 0.09, 0.08, -0.02, -0.48, -0.06, 0.00, 0.00, 0.09, 0.10, 0.10, 0.05, 0.08, 0.13, -0.07, 0.08, 0.16, -0.46, 0.09, -0.01, 0.05, -0.35, 0.00, 0.08, 0.10, 0.16, 0.17, 0.04, 0.06, -0.47, 0.06, 0.04, 0.07, -0.45, 0.09, 0.18, 0.13, 0.14, 0.13, 0.06, 0.11, -0.43, 0.10, 0.04, 0.00, -0.41, 0.05, 0.12, 0.09, 0.13, 0.16, 0.02, 0.07, -0.33, 0.04, 0.06, 0.04, -0.39, 0.07, 0.09, 0.11, 0.13, 0.05]
}